Record 1
{
  "formula": "C4H7N3S",
  "method": "ωB97M-V/def2-TZVPD",
  "total_energy_ev": -19565.0975,
  "relative_energy_kcal_mol": 61.8,
  "charge": 0,
  "orbital_gap_ev": 9.69,
  "spin_multiplicity": 1,
  "elements": ["C", "N", "C", "C", "C", "N", "N", "S", "H", "H", "H", "H", "H", "H", "H"],
  "xyz": [[-1.507, -0.227, 1.150], [-1.680, -0.137, -0.289], [-0.486, -0.427, -1.046], [0.811, 0.090, -0.523], [0.792, 1.498, -0.181], [0.678, 2.646, -0.111], [1.792, -0.643, -0.373], [3.304, -0.014, 0.250], [-0.678, 0.289, 1.600], [-2.412, 0.179, 1.598], [-1.526, -1.336, 1.340], [-1.939, 0.844, -0.443], [-0.431, -1.558, -1.034], [-0.651, -0.030, -2.109], [3.934, -1.173, 0.171]]
}

***

Record 2
{
  "formula": "C4H13N2S",
  "method": "ωB97M-V/def2-TZVPD",
  "total_energy_ev": -18164.7445,
  "relative_energy_kcal_mol": 86.4,
  "charge": 1,
  "orbital_gap_ev": 9.60,
  "spin_multiplicity": 1,
  "elements": ["C", "N", "C", "C", "N", "C", "S", "H", "H", "H", "H", "H", "H", "H", "H", "H", "H", "H", "H", "H"],
  "xyz": [[1.025, 0.918, -2.670], [0.294, 1.732, -1.680], [-0.753, 1.223, -0.787], [-0.147, -0.050, -0.105], [1.110, 0.375, 0.562], [-1.203, -0.710, 0.935], [-0.244, -1.666, 1.994], [1.823, 0.405, -2.081], [1.348, 1.619, -3.606], [0.635, 0.047, -3.236], [-0.083, 2.599, -2.267], [-1.568, 0.733, -1.425], [-1.365, 1.972, -0.126], [-0.151, -0.883, -0.948], [1.733, -0.473, 0.482], [1.081, 0.580, 1.561], [1.605, 1.115, 0.243], [-1.874, -0.004, 1.480], [-1.851, -1.200, 0.008], [-0.785, -2.887, 1.591]]
}

***

Record 3
{
  "formula": "C4H4O2Zn",
  "method": "ωB97M-V/def2-TZVPD",
  "total_energy_ev": -56715.1076,
  "relative_energy_kcal_mol": 0.0,
  "charge": 1,
  "orbital_gap_ev": [7.51, 7.79],
  "spin_multiplicity": 2,
  "elements": ["H", "O", "C", "C", "C", "C", "O", "Zn", "H", "H", "H"],
  "xyz": [[-1.407, -0.712, -0.640], [-0.575, -2.474, -1.883], [0.155, -1.501, -1.771], [-0.309, -0.447, -0.845], [0.474, 0.140, 0.072], [-0.144, 0.949, 1.117], [0.506, 1.470, 2.021], [0.164, 2.653, 3.352], [0.817, -1.165, -2.596], [1.543, -0.072, 0.155], [-1.224, 1.159, 1.018]]
}

***

Record 4
{
  "formula": "C26H32AsMnN2O4",
  "method": "ωB97M-V/def2-TZVPD",
  "total_energy_ev": -130784.5998,
  "relative_energy_kcal_mol": 0.0,
  "charge": 3,
  "orbital_gap_ev": [5.52, 5.43],
  "spin_multiplicity": 4,
  "elements": ["Mn", "O", "C", "O", "C", "C", "C", "C", "C", "N", "H", "H", "H", "H", "C", "C", "As", "C", "C", "C", "C", "H", "H", "H", "H", "H", "H", "H", "H", "H", "H", "H", "H", "H", "H", "H", "C", "O", "C", "C", "C", "C", "C", "C", "N", "C", "C", "C", "C", "C", "C", "C", "O", "H", "H", "H", "H", "H", "H", "H", "H", "H", "H", "H", "H", "H"],
  "xyz": [[-0.022, 0.904, 0.999], [1.136, -1.287, 4.067], [1.027, -0.399, 3.127], [0.084, -0.419, 2.317], [2.034, 0.658, 2.974], [3.102, 0.854, 3.815], [3.964, 1.921, 3.555], [3.718, 2.703, 2.447], [2.614, 2.430, 1.636], [1.776, 1.438, 1.891], [3.244, 0.191, 4.658], [4.803, 2.132, 4.203], [4.377, 3.523, 2.196], [2.404, 3.031, 0.761], [2.264, -3.063, 1.820], [1.182, -3.863, 2.543], [0.370, -2.954, 4.051], [-1.545, -2.805, 3.920], [-2.140, -2.024, 5.093], [1.012, -3.512, 5.771], [2.517, -3.790, 5.755], [2.689, -3.683, 1.032], [3.076, -2.785, 2.492], [1.866, -2.164, 1.351], [1.605, -4.775, 2.966], [0.365, -4.140, 1.878], [-1.891, -3.843, 3.910], [-1.775, -2.354, 2.957], [-1.930, -2.508, 6.046], [-3.221, -1.971, 4.978], [-1.756, -1.004, 5.135], [0.443, -4.399, 6.059], [0.755, -2.702, 6.455], [2.761, -4.676, 5.170], [2.848, -3.970, 6.776], [3.084, -2.942, 5.370], [-4.205, 1.492, -4.176], [-2.808, 1.176, -4.189], [-2.251, 0.805, -5.359], [-2.917, 0.796, -6.580], [-2.301, 0.303, -7.718], [-0.999, -0.179, -7.668], [-0.329, -0.168, -6.466], [-0.933, 0.339, -5.317], [-0.209, 0.196, -4.091], [-0.169, 0.903, -2.995], [-0.576, 2.243, -2.755], [-0.833, 3.156, -3.800], [-1.127, 4.470, -3.544], [-1.203, 4.908, -2.225], [-0.950, 4.039, -1.178], [-0.616, 2.717, -1.421], [-0.356, 1.920, -0.361], [-4.471, 1.638, -3.135], [-4.793, 0.675, -4.594], [-4.403, 2.409, -4.732], [-3.929, 1.167, -6.643], [-2.855, 0.276, -8.647], [-0.517, -0.563, -8.555], [0.686, -0.548, -6.406], [0.385, -0.623, -4.100], [0.317, 0.396, -2.172], [-0.732, 2.825, -4.824], [-1.285, 5.165, -4.357], [-1.449, 5.941, -2.013], [-1.011, 4.374, -0.151]]
}

***

Record 5
{
  "formula": "C28H55Br3N5O2S2",
  "method": "ωB97M-V/def2-TZVPD",
  "total_energy_ev": -273263.6406,
  "relative_energy_kcal_mol": 22.3,
  "charge": 1,
  "orbital_gap_ev": 8.16,
  "spin_multiplicity": 1,
  "elements": ["C", "C", "C", "C", "N", "C", "C", "C", "C", "N", "C", "C", "C", "N", "C", "C", "C", "C", "C", "C", "C", "N", "N", "C", "C", "C", "C", "C", "O", "O", "C", "S", "S", "C", "C", "C", "H", "H", "H", "H", "H", "H", "H", "H", "H", "H", "H", "H", "H", "H", "H", "H", "H", "H", "H", "H", "H", "H", "H", "H", "H", "H", "H", "H", "H", "H", "H", "H", "H", "H", "H", "H", "H", "H", "H", "H", "H", "H", "H", "H", "H", "H", "H", "H", "H", "H", "H", "H", "H", "H", "C", "Br", "Br", "Br", "H"],
  "xyz": [[5.981, 3.351, 2.155], [5.643, 1.917, 1.648], [4.552, 1.222, 2.519], [3.189, 1.182, 1.759], [2.534, -0.138, 1.742], [2.141, -0.595, 3.092], [0.610, -0.933, 3.186], [-0.120, -0.445, 1.932], [-1.649, -0.523, 2.057], [-2.399, 0.009, 0.849], [-3.312, 1.092, 1.314], [-2.621, 2.454, 1.469], [-3.214, 3.666, 0.722], [-1.623, 2.586, 2.211], [-1.510, 0.400, -0.290], [-2.305, 0.859, -1.550], [-1.248, 1.377, -2.579], [-1.448, 2.883, -2.742], [-0.310, 3.649, -3.473], [1.071, 2.960, -3.508], [1.887, 3.085, -2.196], [1.113, 2.841, -0.955], [-2.907, -0.375, -2.102], [-3.861, -0.820, -1.086], [-3.257, -1.138, 0.304], [-4.411, -1.549, 1.242], [-4.615, -3.111, 1.278], [-5.751, -3.538, 0.349], [-5.600, -4.146, -0.617], [-6.991, -3.107, 0.768], [3.199, -1.080, 1.010], [4.260, -0.721, -0.202], [2.866, -2.820, 1.319], [4.416, -3.692, 0.939], [4.651, -3.986, -0.570], [4.927, -5.482, -0.891], [6.037, 3.407, 3.244], [6.926, 3.657, 1.695], [5.215, 4.022, 1.748], [6.559, 1.319, 1.601], [5.314, 2.035, 0.612], [4.471, 1.721, 3.487], [4.910, 0.195, 2.657], [2.513, 1.835, 2.334], [3.252, 1.642, 0.774], [2.764, -1.391, 3.500], [2.279, 0.267, 3.754], [0.503, -2.023, 3.298], [0.195, -0.516, 4.111], [0.129, 0.616, 1.820], [0.265, -1.031, 1.093], [-1.901, 0.010, 2.976], [-1.888, -1.572, 2.267], [-3.758, 0.878, 2.286], [-4.159, 1.251, 0.645], [-2.428, 4.109, 0.107], [-3.603, 4.405, 1.428], [-4.053, 3.303, 0.118], [-1.316, 3.560, 2.180], [-0.812, 1.205, -0.054], [-0.982, -0.497, -0.615], [-3.068, 1.605, -1.318], [-1.366, 0.811, -3.507], [-0.273, 1.103, -2.162], [-1.689, 3.372, -1.795], [-2.354, 3.005, -3.358], [-0.167, 4.593, -2.927], [-0.573, 3.933, -4.496], [1.663, 3.505, -4.256], [1.037, 1.929, -3.882], [2.806, 2.483, -2.243], [2.219, 4.131, -2.165], [1.230, 1.861, -0.696], [1.591, 3.344, -0.210], [-2.183, -1.075, -2.245], [-4.399, -1.707, -1.439], [-4.623, -0.030, -1.008], [-2.614, -2.016, 0.171], [-4.273, -1.244, 2.282], [-5.372, -1.144, 0.906], [-4.924, -3.393, 2.290], [-3.687, -3.619, 1.012], [-7.266, -2.441, 0.116], [4.418, -4.652, 1.468], [5.285, -3.145, 1.317], [3.864, -3.587, -1.212], [5.551, -3.437, -0.867], [4.501, -6.178, -0.164], [6.013, -5.624, -0.932], [4.587, -5.684, -1.910], [-3.176, -3.376, -5.022], [-4.273, -4.076, -6.440], [-2.773, -1.508, -5.272], [-3.951, -3.688, -3.281], [-2.238, -3.913, -5.050]]
}

***

Record 6
{
  "formula": "C3H7NO",
  "method": "ωB97M-V/def2-TZVPD",
  "total_energy_ev": -6755.7613,
  "relative_energy_kcal_mol": 161.2,
  "charge": 0,
  "orbital_gap_ev": 9.79,
  "spin_multiplicity": 1,
  "elements": ["C", "N", "C", "C", "O", "H", "H", "H", "H", "H", "H", "H"],
  "xyz": [[0.913, -0.691, 0.843], [0.380, 0.137, -0.266], [-0.568, -0.488, -1.060], [-0.051, 1.392, 0.327], [-0.312, 2.471, -0.352], [1.767, 0.155, 1.247], [-0.106, -1.155, 1.554], [1.115, -1.633, 0.370], [-0.286, -1.149, -1.473], [-1.296, -0.850, -0.504], [-0.972, 0.360, -1.768], [-0.582, 1.450, 1.082]]
}

***

Record 7
{
  "formula": "C5H14",
  "method": "ωB97M-V/def2-TZVPD",
  "total_energy_ev": -5409.8060,
  "relative_energy_kcal_mol": 51.7,
  "charge": 0,
  "orbital_gap_ev": 12.00,
  "spin_multiplicity": 1,
  "elements": ["C", "C", "C", "H", "H", "H", "H", "H", "H", "H", "H", "C", "C", "H", "H", "H", "H", "H", "H"],
  "xyz": [[0.682, 2.685, 1.633], [0.407, 1.839, 0.446], [0.469, 0.305, 0.722], [0.748, 3.746, 1.249], [1.689, 2.647, 2.125], [-0.058, 2.680, 2.560], [-0.549, 2.015, 0.018], [1.273, 2.205, -0.247], [0.003, 0.175, 1.748], [-0.268, 0.064, 0.020], [1.424, -0.108, 0.732], [-0.111, -2.491, -0.871], [-1.404, -2.194, -1.845], [0.539, -1.773, -1.192], [-0.464, -2.551, 0.017], [0.324, -3.470, -1.115], [-2.174, -2.853, -1.705], [-1.583, -1.164, -1.740], [-1.158, -2.472, -2.982]]
}

***

Record 8
{
  "formula": "C2H9NO4",
  "method": "ωB97M-V/def2-TZVPD",
  "total_energy_ev": -11900.4202,
  "relative_energy_kcal_mol": 9.4,
  "charge": 0,
  "orbital_gap_ev": 10.40,
  "spin_multiplicity": 1,
  "elements": ["C", "N", "C", "O", "O", "H", "H", "H", "H", "H", "O", "H", "H", "O", "H", "H"],
  "xyz": [[-1.696, -0.536, -1.811], [-0.707, -0.764, -0.770], [0.344, 0.067, -0.476], [0.766, 0.197, 0.645], [0.918, 0.686, -1.515], [-1.536, 0.471, -2.193], [-1.644, -1.250, -2.645], [-2.703, -0.701, -1.424], [-0.851, -1.529, -0.160], [0.547, 0.413, -2.361], [-0.454, -2.660, 1.987], [-0.480, -1.710, 2.200], [-1.393, -2.847, 2.139], [1.150, 2.921, 1.562], [0.602, 3.342, 0.889], [1.122, 1.963, 1.423]]
}